# 1
C15H40F6N4O7P | the ωB97M-V functional and the def2-TZVPD basis

```
73
Properties=species:S:1:pos:R:3:forces:R:3
P -0.407 0.169 0.558 1.7183 -1.4384 -0.2354
F 0.962 0.048 1.430 -0.5719 0.3433 0.7460
F 0.563 -0.173 -0.718 -0.7301 0.6103 -0.4898
F -0.622 -1.440 0.738 -0.2892 0.1535 0.1119
F -1.696 0.257 -0.382 -0.1572 0.0614 -0.1158
F -1.319 0.388 1.891 0.0213 0.1117 0.0478
F -0.189 1.750 0.425 0.0126 0.1536 -0.1064
C -2.255 -2.550 -1.769 0.3664 0.5053 -0.8074
O -1.339 -2.325 -2.850 -0.0546 -0.3436 0.0139
H -2.969 -3.296 -2.115 0.0248 -0.0862 0.0645
H -1.728 -2.895 -0.881 -0.1513 0.0401 0.1446
H -2.777 -1.611 -1.589 -0.1840 -0.1736 0.4463
H -0.889 -1.484 -2.715 0.0159 -0.0001 0.0708
C -0.693 3.537 2.981 0.3885 0.0450 -0.9642
O -1.692 2.673 3.455 -0.3071 0.0769 0.5208
H -0.638 4.439 3.588 -0.0917 -0.1160 0.2490
H 0.289 3.057 2.935 -0.0075 0.0541 0.2382
H -0.897 3.857 1.945 -0.0603 0.0036 0.1485
H -1.517 1.782 3.133 0.0181 0.1124 -0.1938
C -1.181 -0.892 4.820 -0.0623 0.4963 -0.4351
O -1.046 -1.819 3.754 0.0334 -0.0968 0.5123
H -0.813 -1.302 5.757 -0.0353 -0.3648 -0.0957
H -0.597 0.017 4.628 -0.0346 -0.0379 0.0084
H -2.228 -0.594 4.939 0.0309 -0.0077 0.1806
H -1.292 -1.343 2.953 0.1506 -0.1204 -0.1385
C 3.617 -1.400 -0.364 0.2939 -0.0334 0.3984
O 4.720 -0.881 -0.330 0.1476 0.0391 -0.1582
N 3.238 -2.339 -1.255 0.0703 0.1337 0.3587
C 1.972 -2.995 -1.097 -0.7860 -0.5514 -0.9332
C 4.246 -2.928 -2.123 -0.0187 0.5154 0.5037
H 2.861 -1.159 0.398 -0.2636 0.0623 -0.2517
H 1.475 -3.101 -2.069 0.0454 0.2231 -0.0181
H 1.286 -2.424 -0.482 0.1444 0.1310 0.1656
H 2.031 -4.025 -0.731 0.3158 0.1041 0.2498
H 4.888 -2.139 -2.510 -0.1084 0.0575 -0.1433
H 4.894 -3.567 -1.516 -0.1018 -0.3864 -0.3121
H 3.730 -3.436 -2.931 0.1931 -0.2386 -0.0367
C 3.616 -5.274 1.007 0.2306 -0.2384 0.1230
O 4.792 -5.512 0.789 -0.2661 0.1105 -0.0550
N 3.136 -4.418 1.929 -0.4222 -0.0216 -0.3081
C 1.712 -4.120 2.040 0.5206 0.7141 0.2187
C 4.004 -3.502 2.619 0.6294 0.2461 0.4072
H 2.797 -5.785 0.471 0.0603 -0.0867 -0.0200
H 1.535 -3.120 1.636 -0.1820 0.0020 0.1052
H 1.481 -4.081 3.105 -0.3806 -0.1644 -0.0635
H 1.068 -4.808 1.500 0.1855 -0.2803 0.0943
H 3.818 -2.466 2.323 -0.0813 -0.0628 -0.0776
H 3.889 -3.560 3.706 -0.2384 -0.0994 -0.0733
H 5.045 -3.738 2.405 -0.0846 -0.0757 -0.1942
C -4.956 4.600 -1.441 -0.2047 0.1118 0.1062
O -5.729 5.509 -1.196 -0.0148 0.1070 0.0523
N -4.033 4.110 -0.593 -0.0905 0.0882 -0.3518
C -3.195 2.976 -0.983 -0.8885 -0.0851 0.3839
C -3.939 4.634 0.756 0.7580 0.2812 -0.0834
H -4.992 4.091 -2.418 0.2417 -0.1190 0.0037
H -2.305 2.949 -0.364 0.0868 -0.0205 -0.0678
H -2.942 3.026 -2.037 0.1199 0.0694 -0.0159
H -3.770 2.062 -0.815 0.3318 -0.1987 0.0231
H -3.122 5.367 0.802 -0.0096 -0.1144 0.0964
H -4.837 5.172 1.039 -0.2439 -0.2383 -0.0831
H -3.697 3.827 1.447 -0.1694 0.0062 0.0812
C 0.552 1.318 -3.455 -0.0197 0.4803 0.0926
O 0.288 0.531 -4.337 -0.0483 -0.2864 -0.1508
N 0.042 2.577 -3.375 0.6253 -0.1271 0.4542
C 0.282 3.389 -2.210 -0.5572 1.0848 0.4119
C -0.972 3.019 -4.287 -0.2862 -0.6356 -1.0673
H 1.242 1.108 -2.626 0.0079 -0.1162 -0.0504
H -0.594 3.363 -1.561 0.0777 -0.0474 0.1340
H 0.394 4.441 -2.493 0.1212 -0.0982 -0.2003
H 1.142 3.149 -1.591 0.1151 -0.5656 -0.3537
H -1.740 3.618 -3.804 0.0401 -0.0038 0.1869
H -0.590 3.572 -5.153 0.2355 0.2162 0.2874
H -1.413 2.122 -4.736 -0.1752 0.1292 0.2097
```
Positions in Å, forces in eV/Å.

- Total charge: -1
- E_LUMO: 2.52 eV
- HOMO level: -6.722 eV
- Calculated total energy: -62099.0312 eV
- Gap between HOMO and LUMO: 0.33975 Eh

=====

# 2
C32H49BrI2N3O7S | the ωB97M-V functional and the def2-TZVPD basis

```
95
Properties=species:S:1:pos:R:3:forces:R:3
C -2.671 -2.367 5.108 -0.6029 0.1587 0.3529
C -3.562 -1.533 3.991 0.6518 -0.3764 0.3498
C -2.739 -0.153 3.601 0.2797 0.0683 0.7303
C -1.212 -0.472 2.991 0.2115 -0.3504 1.8944
C -0.572 0.763 2.145 -1.4284 0.3186 0.4980
C 0.418 0.422 0.895 1.5336 2.3497 1.6114
O 1.728 -0.170 1.329 -1.1632 0.6463 2.2479
C 2.053 -0.175 2.701 -0.7077 -5.9001 4.8879
O 1.850 -1.341 3.385 1.2066 7.3025 -4.5632
C 2.801 0.968 3.638 2.7338 2.7667 1.3724
C 4.467 0.993 3.529 -1.2544 2.2297 2.3547
C 5.378 2.023 4.436 -4.3771 -0.0391 0.5737
C 4.627 3.066 5.479 -2.4263 -3.0099 -2.5192
C 2.972 3.046 5.591 2.4241 -2.6107 -2.4816
C 2.081 1.999 4.676 3.8235 -0.1332 -0.3497
N -0.075 -0.659 -0.042 0.1169 -0.6525 0.5699
C -1.128 -0.292 -1.111 3.4755 0.4273 -2.9586
C -0.540 -1.245 -2.349 -1.4722 -4.0087 -1.3707
I 1.169 -0.611 -3.693 -1.4099 0.2678 1.5267
C -0.879 -2.624 -2.708 1.7902 2.4582 -0.6262
C -0.186 -3.459 -3.989 -0.2503 0.0139 -0.1943
I -2.242 -3.870 -1.625 0.8272 0.4540 -0.7151
S -2.821 -0.597 -0.474 -7.2269 -0.0927 7.8878
C -4.121 -0.832 -1.865 1.0917 -0.6521 -2.3069
O -2.982 -1.695 0.656 2.3156 1.8681 -4.5039
O -3.499 0.560 0.361 3.0493 -1.4538 -3.6885
C -0.915 1.275 -1.679 -1.4240 0.3789 -2.5689
C -2.182 2.303 -1.721 -1.5237 1.4773 -0.0624
C -2.384 3.371 -0.517 -1.0235 0.7744 -0.5380
N 0.418 1.876 -1.340 -2.1293 -2.3074 2.8100
N 0.469 3.065 -1.990 2.6048 0.0495 -4.5599
C 1.229 3.111 -3.112 -0.6428 0.3805 -0.4086
C 2.848 3.329 -3.233 -0.2551 -0.4766 1.2506
C 0.402 3.028 -4.563 0.2554 1.9334 0.3197
C 0.914 1.801 0.049 1.7580 0.7562 0.5116
C 0.768 3.132 0.995 -0.0238 0.0120 1.9312
C 1.503 4.506 0.562 1.3835 0.9309 -0.4965
C 0.555 5.793 0.216 0.0350 -0.6169 -0.3975
Br 1.874 7.307 -0.178 -0.8647 -0.7571 0.2414
C 2.579 1.641 -0.157 7.4997 -2.3375 -1.4671
O 3.507 2.133 0.666 -5.5700 -1.3003 -2.7956
O 3.161 0.817 -1.270 -4.5363 3.6697 4.7406
H -1.590 -2.621 4.735 -2.1938 0.4251 0.6014
H -2.570 -1.707 6.069 -0.1025 -1.1860 -1.7146
H -3.233 -3.359 5.437 1.2581 2.0396 -0.8169
H -4.622 -1.280 4.448 2.2264 -0.3801 -0.9034
H -3.733 -2.262 3.092 0.3910 1.7136 1.4231
H -3.345 0.604 2.950 1.0995 -1.7426 0.8904
H -2.560 0.401 4.644 -0.3661 -1.1071 -2.1732
H -0.553 -0.573 3.985 -1.2682 0.0349 -2.4000
H -1.159 -1.529 2.500 -0.2834 2.0642 0.6174
H -1.470 1.383 1.719 1.6796 -1.2352 0.4827
H -0.110 1.479 2.983 -0.4449 -1.5705 -2.4332
H 5.014 0.222 2.811 -1.4436 1.9604 1.6418
H 6.566 2.022 4.396 -2.9701 -0.1017 -0.0685
H 5.296 3.771 6.133 -1.6432 -1.4667 -1.4098
H 2.437 3.762 6.348 1.1211 -1.6198 -1.7301
H 0.921 1.993 4.822 2.4736 -0.0177 -0.3476
H 0.812 -1.022 -0.515 -1.0081 0.8456 0.0934
H -0.415 -1.527 0.474 0.1107 1.1769 -0.1770
H -0.653 -4.518 -4.144 0.8002 1.4314 0.8659
H -0.377 -2.883 -5.019 0.6172 -0.8186 2.4719
H 0.978 -3.654 -3.804 -2.6808 0.6888 -0.3270
H -3.461 -0.909 -2.857 -1.5750 0.1313 1.9799
H -4.666 -1.864 -1.735 1.2986 2.1768 0.1746
H -4.841 0.084 -1.947 1.6737 -1.6839 0.7055
H -0.866 1.125 -2.875 0.2344 -0.2118 2.7668
H -2.085 3.031 -2.672 0.2388 -1.9706 2.0513
H -3.240 1.799 -1.918 2.4900 0.5408 0.5591
H -1.647 4.260 -0.698 -1.2239 -1.8260 0.6649
H -2.362 2.969 0.572 0.1391 0.5691 -2.1024
H -3.476 3.835 -0.664 2.3168 -1.0117 0.3440
H 3.317 2.296 -3.562 -0.9779 2.0765 0.6083
H 3.279 3.548 -2.145 -0.9760 -0.5773 -2.4488
H 3.158 4.202 -3.952 -0.8905 -1.7597 1.1702
H 0.955 2.373 -5.359 -0.9994 1.1325 1.7224
H 0.394 4.142 -4.986 0.0146 -2.2559 0.6874
H -0.730 2.731 -4.410 2.5433 0.3945 -0.2038
H 1.304 2.815 2.019 -1.0519 0.6735 -2.3705
H -0.329 3.403 1.317 1.9397 -0.7578 -0.9138
H 2.231 4.873 1.435 -1.6989 -0.9811 -1.8368
H 2.228 4.386 -0.380 -1.7578 0.0440 2.1883
H -0.095 6.199 1.100 1.1759 -0.9613 -1.8175
H -0.027 5.684 -0.808 1.1078 0.1441 2.3964
C -0.862 -8.696 -4.291 0.2148 -0.9771 -0.3076
C 0.181 -7.637 -3.896 -1.2657 -0.7952 1.4908
C 0.819 -8.030 -2.552 0.6309 -0.7876 0.1327
O -0.450 -6.489 -3.725 -0.3708 2.4433 -0.5178
H -1.662 -8.796 -3.546 0.2070 0.2725 0.0148
H -1.329 -8.459 -5.255 0.1211 0.1578 0.1545
H -0.387 -9.679 -4.392 -0.0456 -0.2715 -0.0922
H 0.984 -7.713 -4.642 0.4580 0.3070 -0.5628
H 0.080 -8.105 -1.743 -0.0882 0.1546 -0.2904
H 1.583 -7.306 -2.243 -0.1844 0.0332 -0.1637
H 1.310 -9.007 -2.635 0.1742 -0.1747 0.1387
```
Positions in Å, forces in eV/Å.

- Total charge: -1
- E_LUMO: 0.93 eV
- HOMO level: -3.330 eV
- Calculated total energy: -149831.2984 eV
- Gap between HOMO and LUMO: 0.15649 Eh

=====

Q: Which of these has the lowest HOMO level?
A: C15H40F6N4O7P